(1)
Formula: C5H16N2O
Source: the Open Molecules 2025 dataset
Level of theory: ωB97M-V/def2-TZVPD

total charge	+1
DFT total energy	-384.5119	Ha
Kohn-Sham gap (alpha / beta)	11.1438 / 6.2836	eV
relative energy (zero: lowest compared OMol25 entry of this formula, charge and spin)	19.7	kcal per mole
spin multiplicity	2
HOMO level (alpha / beta)	-13.91 / -13.90	eV
molecular weight	120.2	g/mol

Last column: Mulliken spin population.
Positions of all 24 atoms, in Å:
N: -0.49841 -2.18932 -1.26890  0.0066
C: -0.43845 -0.92920 -0.46409  0.0972
C: 1.07704 -0.55323 -0.28579  0.0023
N: 1.35979 0.44551 0.71566  0.7351
C: 0.64333 1.76376 0.38886  -0.0018
C: -0.64151 2.07344 1.10594  0.0416
C: 1.18090 0.00229 2.08860  0.0040
H: -1.35524 -2.63853 -0.94953  0.0017
H: 0.29962 -2.72817 -0.93998  0.0025
H: -0.75309 -0.16132 -1.17665  0.0010
H: -0.97311 -1.08233 0.46894  -0.0028
H: 1.57392 -1.49026 -0.02521  0.0001
H: 1.52055 -0.18900 -1.21725  0.0176
H: 0.54830 1.73377 -0.69594  0.0025
H: 1.49122 2.44641 0.55744  0.0274
H: -1.38902 1.34673 0.81226  -0.0014
H: -0.89381 3.08911 0.79771  0.0006
H: -0.54787 2.10714 2.19204  0.0007
H: 1.23398 0.84889 2.77612  0.0051
H: 0.19332 -0.42154 2.31335  0.0470
H: 1.95654 -0.71072 2.35717  0.0129
H: -1.61758 -0.21981 -3.45119  0.0000
H: -1.73097 -1.67965 -2.98534  0.0000
O: -2.23946 -0.86398 -3.11422  0.0005

***

(2)
Formula: C5H16N2O3
Source: the Open Molecules 2025 dataset
Level of theory: ωB97M-V/def2-TZVPD

total charge	0
DFT total energy	-535.2886	Ha
Kohn-Sham gap	9.2051	eV
SMILES string	CNC(=O)CN(C)C.O.O
relative energy (zero: lowest compared OMol25 entry of this formula, charge and spin)	56.6	kcal per mole
HOMO level	-8.89	eV
molecular weight	152.2	g/mol

Last column: natural (NBO) charge in e.
Positions of all 26 atoms, in Å:
C: 0.49604 -1.49634 1.45851  -0.4383
N: 0.86360 -0.35264 2.25410  -0.6223
C: 1.02374 0.90740 1.75498  0.6686
O: 0.95842 1.85144 2.52015  -0.6080
C: 1.27841 1.09273 0.25997  -0.3210
N: 0.16316 1.72618 -0.48928  -0.4250
C: -1.07090 1.89637 0.34589  -0.4297
C: -0.14897 0.90642 -1.69143  -0.4134
H: 1.39723 -1.97460 1.00754  0.1936
H: -0.03576 -1.25878 0.53198  0.1937
H: 0.03339 -2.31651 1.99189  0.2199
H: 0.64884 -0.42990 3.23066  0.4067
H: 1.51199 0.11369 -0.14429  0.1819
H: 2.19929 1.67495 0.11620  0.2291
H: -1.25348 0.97003 0.90928  0.1562
H: -1.86418 2.19561 -0.32288  0.2025
H: -0.86191 2.73625 1.01175  0.2335
H: 0.29684 -0.07570 -1.67112  0.1556
H: 0.26532 1.53092 -2.49528  0.2099
H: -1.21803 0.79234 -1.86455  0.1988
O: 0.89892 -2.46378 -2.20858  -0.9421
H: 0.39807 -2.70677 -1.41853  0.4741
H: 0.98240 -1.51634 -2.32383  0.4724
O: -2.21379 -1.27616 -1.30535  -0.9348
H: -2.49106 -2.01136 -0.75150  0.4700
H: -2.25756 -0.51546 -0.70628  0.4681

***

(3)
Formula: C5H16N3
Source: the Open Molecules 2025 dataset
Level of theory: ωB97M-V/def2-TZVPD

total charge	+1
DFT total energy	-364.1422	Ha
Kohn-Sham gap	11.4071	eV
relative energy (zero: lowest compared OMol25 entry of this formula, charge and spin)	20.8	kcal per mole
HOMO level	-14.44	eV
molecular weight	118.2	g/mol

Last column: natural (NBO) charge in e.
Positions of all 24 atoms, in Å:
C: -0.15911 -1.39913 -0.95933  -0.2558
C: 1.35907 -1.30693 -0.98043  -0.6266
C: -0.60587 0.73890 -2.08889  0.6897
N: -0.71194 -0.04749 -1.01679  -0.5627
N: -0.19675 0.31364 -3.27485  -0.7729
N: -1.01140 1.99326 -1.96323  -0.7479
H: -0.53324 -2.14351 -1.66778  0.2196
H: -0.53755 -1.92347 -0.07502  0.2427
H: 1.83492 -0.57221 -0.34039  0.2380
H: 1.68494 -1.10995 -2.00746  0.1847
H: -1.51161 0.14285 -0.43297  0.4298
H: 0.46704 -0.43576 -3.40073  0.4307
H: -0.30646 0.81272 -4.13833  0.4299
H: -1.36004 2.33083 -1.09001  0.4183
H: -1.10794 2.72325 -2.65170  0.4330
H: 1.84395 -2.25987 -0.76515  0.2482
C: 0.03038 0.34046 4.09022  -0.6118
C: 0.19825 0.16097 2.56139  -0.6209
H: 0.35149 -0.47998 4.73543  0.2158
H: 0.57744 1.20523 4.46210  0.2147
H: -1.03288 0.41800 4.32151  0.2046
H: -0.64418 0.73239 2.17243  0.1896
H: 0.24756 -0.87959 2.24969  0.2023
H: 1.12395 0.64538 2.26030  0.2069

***

(4)
Formula: C5H16N3
Source: the Open Molecules 2025 dataset
Level of theory: ωB97M-V/def2-TZVPD

total charge	+1
DFT total energy	-364.1634	Ha
Kohn-Sham gap	11.6590	eV
relative energy (zero: lowest compared OMol25 entry of this formula, charge and spin)	7.5	kcal per mole
HOMO level	-14.63	eV
molecular weight	118.2	g/mol

Last column: natural (NBO) charge in e.
Positions of all 24 atoms, in Å:
C: 1.37893 0.82400 -1.32002  -0.2219
C: 1.74051 0.44482 -2.72907  -0.6315
C: 1.27051 -0.31572 0.87658  0.6807
N: 1.25098 -0.34768 -0.44275  -0.5407
N: 1.27709 0.83508 1.54364  -0.7723
N: 0.99270 -1.42341 1.56740  -0.7607
H: 2.11379 1.50497 -0.88448  0.2000
H: 0.43213 1.35768 -1.29113  0.2161
H: 0.93125 -0.06605 -3.26206  0.2286
H: 2.61498 -0.19450 -2.80581  0.2265
H: 1.29194 -1.26581 -0.86153  0.4190
H: 1.45908 1.73490 1.13317  0.4282
H: 0.86653 0.91928 2.46262  0.4277
H: 0.74957 -2.29160 1.12269  0.4250
H: 0.90763 -1.41837 2.56881  0.4263
H: 1.93360 1.35462 -3.29730  0.2503
C: -2.89107 0.34572 0.21622  -0.6124
C: -2.41002 -0.69383 1.20667  -0.6174
H: -2.70094 1.36890 0.54559  0.2046
H: -2.37702 0.21353 -0.73967  0.1957
H: -3.95725 0.25588 0.00389  0.2271
H: -2.83377 -1.68048 0.99192  0.2160
H: -2.69764 -0.55116 2.25123  0.2158
H: -1.34352 -0.91079 1.14343  0.1694

***

(5)
Formula: C5H16N3
Source: the Open Molecules 2025 dataset
Level of theory: ωB97M-V/def2-TZVPD

total charge	+1
DFT total energy	-364.1559	Ha
Kohn-Sham gap	10.6429	eV
relative energy (zero: lowest compared OMol25 entry of this formula, charge and spin)	12.2	kcal per mole
HOMO level	-13.33	eV
molecular weight	118.2	g/mol

Last column: natural (NBO) charge in e.
Positions of all 24 atoms, in Å:
C: -2.06201 0.30042 0.63794  -0.2109
C: -1.73584 1.19695 -0.54614  -0.4129
C: -2.85347 1.30599 -1.57364  -0.6056
N: -0.91828 0.36468 1.61266  -0.7217
H: -2.93484 0.65474 1.18794  0.2133
H: -2.24936 -0.73980 0.37798  0.2150
H: -0.81444 0.81747 -0.99352  0.2125
H: -1.53060 2.19090 -0.13247  0.2018
H: -3.04642 0.34213 -2.04371  0.2157
H: -3.77485 1.65736 -1.11470  0.2174
H: -2.55790 2.01055 -2.34617  0.2342
H: 0.07462 0.06090 1.18221  0.4572
H: -0.85399 1.32376 1.90908  0.4143
H: -1.04848 -0.21462 2.44541  0.4233
C: 2.55066 0.48598 0.29910  -0.4544
N: 2.36741 -1.95812 -0.94797  -0.7818
C: 1.43324 -1.53443 -0.08190  0.3286
N: 1.42472 -0.41101 0.54060  -0.5787
H: 3.49939 0.02825 0.59554  0.2051
H: 2.41494 1.40080 0.86598  0.2182
H: 2.63586 0.71685 -0.76824  0.2016
H: 2.37459 -2.89720 -1.28921  0.4175
H: 3.23020 -1.45623 -1.03487  0.4068
H: 0.60129 -2.21483 0.06236  0.1836

***

(6)
Formula: C5H16N3
Source: the Open Molecules 2025 dataset
Level of theory: ωB97M-V/def2-TZVPD

total charge	+1
DFT total energy	-364.1557	Ha
Kohn-Sham gap	10.9785	eV
relative energy (zero: lowest compared OMol25 entry of this formula, charge and spin)	12.3	kcal per mole
HOMO level	-13.56	eV
molecular weight	118.2	g/mol

Last column: natural (NBO) charge in e.
Positions of all 24 atoms, in Å:
C: -2.14564 3.32456 1.63724  -0.4180
N: -1.58753 2.11152 1.03331  -0.5482
C: -1.43533 0.98869 1.70778  0.3735
N: -0.88397 -0.10101 1.24871  -0.7982
H: -1.88877 4.16924 1.00549  0.2312
H: -3.23030 3.26452 1.67154  0.2172
H: -1.74314 3.48395 2.63179  0.2182
H: -1.15597 2.16759 0.12418  0.4049
H: -1.85566 0.99947 2.70806  0.1922
H: -0.83971 -0.76702 2.02263  0.3875
C: 1.70178 -1.94358 -2.36998  -0.6270
C: 1.17206 -1.76926 -0.95787  -0.0448
C: 2.09684 -0.89340 -0.11935  -0.6256
N: -0.22167 -1.20186 -0.98470  -0.7574
H: 1.11209 -2.63873 -2.96106  0.2234
H: 1.70302 -0.99108 -2.89991  0.2085
H: 2.72692 -2.30884 -2.34456  0.2414
H: 1.09828 -2.74622 -0.49422  0.2073
H: 2.21191 0.09167 -0.56586  0.2116
H: 3.08002 -1.36255 -0.08745  0.2400
H: 1.74536 -0.78646 0.90197  0.2215
H: -0.85711 -1.93192 -1.30007  0.4093
H: -0.54187 -0.66882 0.10490  0.4372
H: -0.26159 -0.49045 -1.71258  0.3942

***

(7)
Formula: C5H16N3
Source: the Open Molecules 2025 dataset
Level of theory: ωB97M-V/def2-TZVPD

total charge	+1
DFT total energy	-364.0796	Ha
Kohn-Sham gap	9.6616	eV
relative energy (zero: lowest compared OMol25 entry of this formula, charge and spin)	60.1	kcal per mole
HOMO level	-12.78	eV
molecular weight	118.2	g/mol

Last column: natural (NBO) charge in e.
Positions of all 24 atoms, in Å:
C: -0.21485 -2.67775 -0.09584  -0.2278
C: -1.16230 -2.44916 -1.04958  0.0577
N: -2.07462 -3.36153 -1.58211  -0.7652
N: 0.59545 -1.54228 0.34683  -0.6906
H: -0.02291 -3.63998 0.37425  0.2363
H: -1.32558 -1.46560 -1.50345  0.2085
H: -2.36601 -3.14425 -2.53044  0.4064
H: -1.77555 -4.35798 -1.45730  0.3988
H: 1.58939 -1.75864 0.29920  0.4382
H: 0.42744 -1.27127 1.30511  0.4392
H: 0.31098 -0.76754 -0.29648  0.4671
C: 0.31589 2.78278 1.00304  -0.2162
C: 0.33541 1.37398 0.43623  -0.4375
C: 0.02230 1.37529 -1.06147  -0.5862
N: 0.99386 2.60648 2.34825  -0.8208
H: -0.69096 3.19919 1.07896  0.2085
H: 0.92044 3.40932 0.27246  0.1737
H: -0.32368 0.77667 1.12233  0.2013
H: 1.37589 1.05770 0.50771  0.1800
H: 0.72321 1.96631 -1.63723  0.2393
H: -0.98041 1.70780 -1.21589  0.2302
H: 0.20132 0.32797 -1.46697  0.1482
H: 1.18247 3.56272 2.74730  0.3718
H: 1.94280 2.28977 2.05506  0.3390

***

(8)
Formula: C5H16N4
Source: the Open Molecules 2025 dataset
Level of theory: ωB97M-V/def2-TZVPD

total charge	0
DFT total energy	-418.9116	Ha
Kohn-Sham gap	7.0028	eV
relative energy (zero: lowest compared OMol25 entry of this formula, charge and spin)	146.9	kcal per mole
HOMO level	-6.42	eV
molecular weight	132.2	g/mol

Last column: natural (NBO) charge in e.
Positions of all 25 atoms, in Å:
C: -0.55264 0.55832 -1.52431  -0.1157
C: 0.41984 0.95693 -2.60386  -0.6689
N: 0.69652 0.07566 -0.12028  -0.0531
N: 0.95825 -1.30185 -0.34285  -0.6611
N: 1.93336 0.77839 0.10585  -0.6776
H: 2.66309 0.43489 -0.51459  0.3414
H: 1.85251 1.77886 -0.06361  0.3688
H: 1.65695 -1.63461 0.31862  0.3621
H: 1.33419 -1.42865 -1.27981  0.3349
H: -1.23239 1.35095 -1.24811  0.2392
H: -1.07300 -0.37228 -1.71781  0.2139
H: 0.99464 1.84375 -2.32839  0.2064
H: 1.11424 0.15904 -2.87839  0.1947
H: -0.14297 1.24937 -3.49640  0.2359
C: -2.16193 -1.13988 0.73565  -0.4416
C: 0.09861 -0.13648 2.61593  -0.6725
C: -0.38709 0.41119 1.28362  0.1916
N: -1.66309 0.20186 0.88933  -0.6970
H: -0.13986 1.48192 1.22409  0.1425
H: -2.37805 -1.63545 1.69380  0.1584
H: -3.11633 -1.08682 0.20247  0.1829
H: -1.49807 -1.79881 0.15597  0.1650
H: 1.16646 0.03644 2.76569  0.2044
H: -0.12963 -1.19554 2.71997  0.2105
H: -0.41359 0.41280 3.40745  0.2351